Computed, not measured: C9H8ClNO in the gas phase, with ωB97M-V/def2-TZVPD.

The geometry in XYZ format:
```
20
Properties=species:S:1:pos:R:3
C -2.53 -0.44 0.94
C -1.88 -0.98 -0.08
Cl -2.27 -2.55 -0.76
C -0.56 -0.53 -0.49
C 0.46 -1.52 -0.64
C 1.77 -1.13 -0.89
C 2.03 0.26 -1.02
C 0.98 1.17 -0.83
C -0.35 0.81 -0.68
N -1.39 1.72 -0.65
C -1.57 2.74 0.26
O -2.65 3.13 0.61
H -3.53 -0.78 1.20
H -2.25 0.62 1.22
H 0.16 -2.56 -0.55
H 2.55 -1.91 -0.66
H 3.03 0.47 -1.31
H 1.38 2.14 -0.99
H -2.35 1.15 -0.84
H -0.67 3.22 0.54
```

The value obtained for the largest force on an atom is 0.0802 hartree/bohr. The calculation puts the total energy at -25521.213 eV. The lowest unoccupied orbital energy comes out at 0.228 eV. The SMILES is C=C(Cl)c1ccccc1NC=O. Its HOMO-LUMO gap is 9.14 eV. The energy above the lowest of the compared OMol25 structures with the same formula, charge and spin comes out at 77.0 kJ/mol. The total charge is 0.

These are the Löwdin partial charges, in e, on atoms 1 to 8: atom 1 (C): 0.03, atom 2 (C): -0.68, atom 3 (Cl): 0.69, atom 4 (C): -0.24, atom 5 (C): -0.05, atom 6 (C): -0.07, atom 7 (C): -0.07, atom 8 (C): -0.02

***

Computed, not measured: 2 unconnected molecules or ions with the total composition C9H8ClNO, with ωB97M-V/def2-TZVPD.

The geometry in XYZ format:
```
20
Properties=species:S:1:pos:R:3
C 1.00 1.75 1.67
C -0.35 -0.92 -3.25
C -1.38 -0.19 -2.79
C 0.81 -1.01 -2.47
C -1.30 0.45 -1.52
C 0.95 -0.31 -1.26
C -0.20 0.32 -0.76
C 0.37 -0.45 3.55
C -0.13 0.85 1.74
N 1.94 2.40 1.67
O 0.03 -0.44 2.25
Cl -1.74 1.52 1.93
H -0.41 -1.50 -4.12
H -2.35 0.00 -3.43
H 1.72 -1.55 -2.80
H -2.22 0.97 -1.22
H 1.86 -0.66 -0.90
H 0.45 -1.42 3.84
H -0.41 0.09 4.15
H 1.35 0.08 3.73
```

The value obtained for the largest force on an atom is 0.0897 hartree/bohr. The calculation puts the total energy at -25517.177 eV. The lowest unoccupied orbital energy (spin up / spin down) comes out at -0.588 / -0.978 eV. Its HOMO-LUMO gap (spin up / spin down) is 8.46 / 8.22 eV. The energy above the lowest of the compared OMol25 structures with the same formula, charge and spin comes out at 466.4 kJ/mol. The total charge is 0.

These are the Löwdin partial charges, in e, on atoms 1 to 8: atom 1 (C): -0.25, atom 2 (C): -0.12, atom 3 (C): -0.10, atom 4 (C): -0.09, atom 5 (C): -0.12, atom 6 (C): -0.07, atom 7 (C): 0.02, atom 8 (C): -0.14

***

Computed, not measured: 2 unconnected molecules or ions with the total composition C9H8ClNO3, with ωB97M-V/def2-TZVPD.

The geometry in XYZ format:
```
22
Properties=species:S:1:pos:R:3
C -2.26 0.64 -0.06
C -1.28 0.25 -0.99
C -2.14 0.29 1.29
C -0.07 -0.86 0.84
C -0.17 -0.43 -0.50
C -1.03 -0.41 1.73
C 1.87 0.46 -1.62
C 3.03 0.05 1.01
C 0.97 -0.66 -1.42
N -0.80 -0.70 3.13
O -1.71 -0.85 3.94
O 0.41 -0.80 3.40
O 2.32 0.44 1.99
Cl 3.32 -1.66 1.28
H -3.18 1.10 -0.52
H -1.45 0.56 -1.93
H -2.75 0.58 2.14
H 0.63 -1.44 1.31
H 1.74 1.33 -1.06
H 1.52 -1.56 -1.17
H 0.80 -1.12 -2.46
H 1.94 -0.10 2.66
```

The value obtained for the largest force on an atom is 0.1053 hartree/bohr. The calculation puts the total energy at -29607.769 eV. The lowest unoccupied orbital energy (spin up / spin down) comes out at -1.227 / -1.231 eV. Its HOMO-LUMO gap (spin up / spin down) is 7.04 / 7.04 eV. The energy above the lowest of the compared OMol25 structures with the same formula, charge and spin comes out at 734.1 kJ/mol. The total charge is 0.

These are the Löwdin partial charges, in e, on atoms 1 to 8: atom 1 (C): -0.03, atom 2 (C): 0.00, atom 3 (C): 0.00, atom 4 (C): 0.03, atom 5 (C): -0.20, atom 6 (C): -0.16, atom 7 (C): 0.14, atom 8 (C): -0.49